The following is a DFT calculation (wB97M-V/def2-TZVPD) of a molecular structure, C2HO5S.

Geometry (Å):
C -1.55 0.24 -0.52
C -0.26 1.43 0.51
O 0.52 0.82 1.10
O -0.56 -0.22 -1.07
O -4.40 0.10 -2.59
O -4.19 -2.23 -1.86
O -2.76 -0.08 -0.65
S -3.54 -1.03 -2.34
H 0.01 2.32 0.01

total energy = -851.1970 Eh
E_HOMO = -3.945 eV
energy above the lowest of the compared OMol25 structures with the same formula, charge and spin = 1.741 eV
total charge = -1

Atomic partial charges in e from the Mulliken method, atoms 1 to 6: 0.551 0.047 -0.347 -0.549 -0.494 -0.508


The following is a DFT calculation (wB97M-V/def2-TZVPD) of a molecular structure, C38H31AuN5O6PSTe.

Geometry (Å):
Au -1.26 0.33 1.18
N -0.85 -0.62 -0.50
P -1.85 -1.36 -1.41
C -1.43 -1.07 -3.16
C -0.28 -0.36 -3.46
C 0.05 -0.08 -4.78
C -0.78 -0.50 -5.81
C -1.94 -1.20 -5.52
C -2.27 -1.48 -4.20
C -3.62 -0.92 -1.33
C -3.90 0.45 -1.28
C -5.20 0.89 -1.12
C -6.24 -0.03 -1.02
C -5.97 -1.39 -1.08
C -4.66 -1.83 -1.24
C -1.82 -3.17 -1.22
C -2.24 -3.70 0.01
C -2.20 -5.06 0.24
C -1.73 -5.92 -0.74
C -1.31 -5.41 -1.96
C -1.35 -4.04 -2.20
H 0.32 0.00 -2.63
H 0.95 0.48 -5.00
H -0.53 -0.28 -6.84
H -2.60 -1.51 -6.32
H -3.18 -2.03 -3.97
H -3.08 1.16 -1.34
H -5.41 1.95 -1.07
H -7.25 0.31 -0.87
H -6.78 -2.10 -1.00
H -4.47 -2.90 -1.29
H -2.59 -3.02 0.78
H -2.54 -5.46 1.19
H -1.69 -6.99 -0.56
H -0.96 -6.08 -2.74
H -1.02 -3.65 -3.16
O -1.77 1.38 2.87
C -1.28 2.51 3.21
O -0.71 3.34 2.50
C -1.43 2.82 4.68
C -0.32 2.65 5.50
C -0.44 2.84 6.86
C -1.64 3.22 7.44
C -2.71 3.42 6.60
C -2.63 3.22 5.23
N -3.99 3.86 7.19
O -4.10 3.83 8.40
O -4.86 4.22 6.42
N 0.73 2.62 7.72
O 1.79 2.39 7.18
O 0.57 2.70 8.92
H 0.64 2.36 5.08
H -1.72 3.36 8.51
H -3.51 3.38 4.62
N 1.45 -1.76 -0.44
C 2.50 -1.08 -0.07
S 2.65 -0.51 1.57
N 3.52 -0.83 -0.89
C 3.74 -1.24 -2.24
C 4.56 -0.43 -3.02
C 4.84 -0.77 -4.33
C 4.30 -1.93 -4.88
C 3.50 -2.75 -4.09
C 3.23 -2.42 -2.77
H 0.64 -1.67 0.18
H 1.19 -1.77 -1.42
H 4.22 -0.21 -0.50
H 4.98 0.48 -2.59
H 5.47 -0.13 -4.93
H 4.51 -2.20 -5.90
H 3.10 -3.67 -4.49
H 2.66 -3.10 -2.15
Te 1.75 1.80 1.37
C 3.68 2.63 1.01
C 4.14 2.78 -0.29
C 5.38 3.37 -0.53
C 6.15 3.83 0.53
C 5.68 3.70 1.83
C 4.45 3.10 2.07
H 3.53 2.43 -1.12
H 5.73 3.48 -1.55
H 7.10 4.29 0.34
H 6.27 4.06 2.66
H 4.09 2.99 3.09

total energy = -3334.9661 Eh
E_HOMO = -7.672 eV
energy above the lowest of the compared OMol25 structures with the same formula, charge and spin = 1.323 eV
total charge = 0

Atomic partial charges in e from the Mulliken method, atoms 1 to 6: 0.132 -0.681 1.271 -0.170 -0.527 -0.686


Question: What is the total charge in the first record?
Answer: -1


Question: Which value of total energy does entry 2 give?
Answer: -3334.9661 Eh


Repeat the second record exactly.
The following is a DFT calculation (wB97M-V/def2-TZVPD) of a molecular structure, C38H31AuN5O6PSTe.

Geometry (Å):
Au -1.26 0.33 1.18
N -0.85 -0.62 -0.50
P -1.85 -1.36 -1.41
C -1.43 -1.07 -3.16
C -0.28 -0.36 -3.46
C 0.05 -0.08 -4.78
C -0.78 -0.50 -5.81
C -1.94 -1.20 -5.52
C -2.27 -1.48 -4.20
C -3.62 -0.92 -1.33
C -3.90 0.45 -1.28
C -5.20 0.89 -1.12
C -6.24 -0.03 -1.02
C -5.97 -1.39 -1.08
C -4.66 -1.83 -1.24
C -1.82 -3.17 -1.22
C -2.24 -3.70 0.01
C -2.20 -5.06 0.24
C -1.73 -5.92 -0.74
C -1.31 -5.41 -1.96
C -1.35 -4.04 -2.20
H 0.32 0.00 -2.63
H 0.95 0.48 -5.00
H -0.53 -0.28 -6.84
H -2.60 -1.51 -6.32
H -3.18 -2.03 -3.97
H -3.08 1.16 -1.34
H -5.41 1.95 -1.07
H -7.25 0.31 -0.87
H -6.78 -2.10 -1.00
H -4.47 -2.90 -1.29
H -2.59 -3.02 0.78
H -2.54 -5.46 1.19
H -1.69 -6.99 -0.56
H -0.96 -6.08 -2.74
H -1.02 -3.65 -3.16
O -1.77 1.38 2.87
C -1.28 2.51 3.21
O -0.71 3.34 2.50
C -1.43 2.82 4.68
C -0.32 2.65 5.50
C -0.44 2.84 6.86
C -1.64 3.22 7.44
C -2.71 3.42 6.60
C -2.63 3.22 5.23
N -3.99 3.86 7.19
O -4.10 3.83 8.40
O -4.86 4.22 6.42
N 0.73 2.62 7.72
O 1.79 2.39 7.18
O 0.57 2.70 8.92
H 0.64 2.36 5.08
H -1.72 3.36 8.51
H -3.51 3.38 4.62
N 1.45 -1.76 -0.44
C 2.50 -1.08 -0.07
S 2.65 -0.51 1.57
N 3.52 -0.83 -0.89
C 3.74 -1.24 -2.24
C 4.56 -0.43 -3.02
C 4.84 -0.77 -4.33
C 4.30 -1.93 -4.88
C 3.50 -2.75 -4.09
C 3.23 -2.42 -2.77
H 0.64 -1.67 0.18
H 1.19 -1.77 -1.42
H 4.22 -0.21 -0.50
H 4.98 0.48 -2.59
H 5.47 -0.13 -4.93
H 4.51 -2.20 -5.90
H 3.10 -3.67 -4.49
H 2.66 -3.10 -2.15
Te 1.75 1.80 1.37
C 3.68 2.63 1.01
C 4.14 2.78 -0.29
C 5.38 3.37 -0.53
C 6.15 3.83 0.53
C 5.68 3.70 1.83
C 4.45 3.10 2.07
H 3.53 2.43 -1.12
H 5.73 3.48 -1.55
H 7.10 4.29 0.34
H 6.27 4.06 2.66
H 4.09 2.99 3.09

total energy = -3334.9661 Eh
E_HOMO = -7.672 eV
energy above the lowest of the compared OMol25 structures with the same formula, charge and spin = 1.323 eV
total charge = 0

Atomic partial charges in e from the Mulliken method, atoms 1 to 6: 0.132 -0.681 1.271 -0.170 -0.527 -0.686


Question: Which of these has the lowest energy above the lowest of the compared OMol25 structures with the same formula, charge and spin?
Answer: C38H31AuN5O6PSTe